# 1
A single C5H9ClSi molecule at a distorted geometry, computed with the ωB97M-V functional and the def2-TZVPD basis.

Geometry (Å):
C 2.54 -2.19 -0.65
Si 1.37 -0.84 0.16
Cl 2.26 0.67 1.12
C -0.31 -0.64 -0.48
C -1.41 0.39 0.04
C -1.68 2.05 -0.17
C -1.47 1.37 1.18
H 3.17 -1.61 -1.24
H 3.10 -2.83 -0.03
H 1.90 -2.89 -1.30
H -1.15 -1.24 -0.89
H -2.29 -0.29 -0.10
H -0.85 2.62 -0.71
H -2.61 2.55 -0.42
H -0.48 1.52 1.51
H -2.10 1.36 1.99

orbital gap = 7.758 eV
relative energy (zero: lowest compared OMol25 entry of this formula, charge and spin) = 374.0 kJ/mol
multiplicity = 1

Results of the natural (NBO) charge analysis, in e, for atoms 1 through 8: atom 1 (C): -1.04, atom 2 (Si): 1.32, atom 3 (Cl): -0.34, atom 4 (C): -0.89, atom 5 (C): -0.22, atom 6 (C): -0.42, atom 7 (C): -0.44, atom 8 (H): 0.23

---

# 2
A molecular structure, C5H9CuO3 at a distorted geometry, computed with the ωB97M-V functional and the def2-TZVPD basis.

Geometry (Å):
H -2.92 0.81 2.03
O 1.39 -0.22 -0.21
Cu 2.99 2.88 -0.57
O 1.19 1.97 -0.28
C 0.66 0.88 -0.18
O -0.62 0.67 -0.02
C -1.51 1.78 0.06
C 0.78 -1.53 -0.20
C 1.88 -2.54 -0.39
H 0.26 -1.66 0.76
H 0.04 -1.57 -1.01
H 2.65 -2.42 0.38
H 1.46 -3.55 -0.31
H 2.35 -2.43 -1.38
C -2.81 1.44 0.37
H -1.03 2.64 0.54
H -3.50 2.28 0.47
H -3.24 0.55 -0.08

charge = -1
orbital gap (alpha / beta) = 5.039 / 4.968 eV
relative energy (zero: lowest compared OMol25 entry of this formula, charge and spin) = 301.9 kJ/mol
<S²> = 0.75
multiplicity = 2

Results of the natural (NBO) charge analysis, in e, for atoms 1 through 8: atom 1 (H): -0.40, atom 2 (O): -0.51, atom 3 (Cu): 0.00, atom 4 (O): -0.79, atom 5 (C): 1.01, atom 6 (O): -0.50, atom 7 (C): -0.24, atom 8 (C): -0.07

---

# 3
A molecular structure, C5H9ErMgO4 at a distorted geometry, computed with the ωB97M-V functional and the def2-TZVPD basis.

Geometry (Å):
O -1.07 0.37 -1.40
C -0.75 1.67 -1.09
C 0.27 1.74 0.03
O 1.28 0.77 -0.24
C 2.21 1.12 -1.26
Er 1.62 -1.15 0.99
H -1.55 2.39 -0.85
H -0.25 2.07 -2.00
H -0.19 1.56 1.01
H 0.73 2.74 0.10
H 3.09 0.47 -1.24
H 1.74 0.98 -2.25
H 2.52 2.16 -1.13
O -2.83 -2.36 0.44
C -2.45 -3.00 1.48
C -1.00 -2.69 1.86
O -0.42 -1.64 1.16
Mg -1.49 -1.13 -0.38
H -0.45 -3.65 1.82
H -1.00 -2.41 2.94

charge = +1
orbital gap (alpha / beta) = 5.316 / 4.358 eV
relative energy (zero: lowest compared OMol25 entry of this formula, charge and spin) = 0.0 kJ/mol
<S²> = 6.00
multiplicity = 5

Results of the natural (NBO) charge analysis, in e, for atoms 1 through 8: atom 1 (O): -1.08, atom 2 (C): -0.08, atom 3 (C): -0.11, atom 4 (O): -0.67, atom 5 (C): -0.28, atom 6 (Er): 1.69, atom 7 (H): 0.19, atom 8 (H): 0.16

---

# 4
A molecular structure, C5H9F2N at a distorted geometry, computed with the ωB97M-V functional and the def2-TZVPD basis.

Geometry (Å):
C -1.37 -1.32 -0.72
C -1.49 0.01 -0.07
C -0.30 0.74 0.67
C 1.12 1.00 0.25
C 0.84 -0.14 1.05
H -1.94 -1.87 -1.70
H -1.49 -2.23 -0.02
H -0.27 -1.36 -1.08
H -2.33 0.11 0.49
H -1.49 0.66 -0.93
H 1.49 1.84 0.85
H 2.57 -0.09 -0.82
H 1.73 1.70 -1.70
H 0.77 -1.23 0.78
N 1.51 0.67 -1.12
F -0.76 1.53 1.73
F 1.40 -0.02 2.36

orbital gap = 10.111 eV
relative energy (zero: lowest compared OMol25 entry of this formula, charge and spin) = 426.7 kJ/mol
multiplicity = 1

Results of the natural (NBO) charge analysis, in e, for atoms 1 through 8: atom 1 (C): -0.64, atom 2 (C): -0.45, atom 3 (C): 0.33, atom 4 (C): -0.15, atom 5 (C): 0.12, atom 6 (H): 0.25, atom 7 (H): 0.20, atom 8 (H): 0.22

---

# 5
2 unconnected molecules or ions with the total composition C5H9F2P at a distorted geometry, computed with the ωB97M-V functional and the def2-TZVPD basis.

Geometry (Å):
F 1.10 2.59 0.37
C 2.09 1.66 0.21
F 1.85 1.04 -0.89
P 3.29 1.40 1.32
H 4.07 0.44 0.55
C -0.05 0.26 1.44
C -0.98 0.06 0.51
C -0.73 -0.64 -0.82
C -2.01 -1.52 -1.13
H -0.18 0.79 2.40
H 0.91 -0.04 1.27
H -2.00 0.27 0.83
H 0.15 -1.22 -0.92
H -0.68 0.07 -1.59
H -2.95 -0.82 -1.03
H -2.07 -2.39 -0.35
H -1.82 -1.94 -2.17

orbital gap = 9.708 eV
relative energy (zero: lowest compared OMol25 entry of this formula, charge and spin) = 127.1 kJ/mol
multiplicity = 1

Results of the natural (NBO) charge analysis, in e, for atoms 1 through 8: atom 1 (F): -0.33, atom 2 (C): 0.43, atom 3 (F): -0.30, atom 4 (P): 0.21, atom 5 (H): -0.01, atom 6 (C): -0.40, atom 7 (C): -0.17, atom 8 (C): -0.45

---

# 6
A gas-phase ion, C5H9FN (charge +1) at a distorted geometry, computed with the ωB97M-V functional and the def2-TZVPD basis.

Geometry (Å):
F 1.94 1.19 -0.08
C 1.19 0.27 0.56
C 1.41 -1.24 -0.01
N -0.07 -1.21 -0.40
C -0.24 0.22 0.01
C -1.46 0.74 0.60
C -0.97 1.28 -0.71
H 1.38 0.33 1.69
H 2.20 -1.34 -0.86
H 1.57 -2.07 0.73
H -0.07 -1.40 -1.48
H -0.67 -1.89 0.11
H -1.40 1.49 1.40
H -2.38 0.21 0.59
H -1.78 1.10 -1.46
H -0.65 2.30 -0.68

charge = +1
orbital gap = 11.713 eV
relative energy (zero: lowest compared OMol25 entry of this formula, charge and spin) = 125.6 kJ/mol
multiplicity = 1

Results of the natural (NBO) charge analysis, in e, for atoms 1 through 8: atom 1 (F): -0.31, atom 2 (C): 0.22, atom 3 (C): -0.27, atom 4 (N): -0.52, atom 5 (C): 0.04, atom 6 (C): -0.41, atom 7 (C): -0.41, atom 8 (H): 0.21

---

# 7
2 unconnected molecules or ions with the total composition C5H9FN4O5 at a distorted geometry, computed with the ωB97M-V functional and the def2-TZVPD basis.

Geometry (Å):
C -0.46 1.23 -0.43
C -1.73 -0.98 -0.43
C 2.18 1.10 1.73
C -0.45 -0.30 -0.04
C 0.68 -0.86 -0.73
N -0.33 2.15 0.53
N 1.02 -0.66 -2.02
N -2.97 -0.44 0.33
N 1.44 -1.88 -0.10
O -4.01 -0.79 -0.15
O 2.38 -2.34 -0.73
O -0.54 1.53 -1.63
O -2.85 0.17 1.38
O 1.14 -2.17 1.06
F 2.35 1.55 0.49
H -1.68 -1.95 -0.11
H -2.09 -0.99 -1.46
H 2.47 1.71 2.58
H 1.52 0.30 1.82
H -0.19 -0.61 1.07
H -0.26 1.92 1.48
H -0.27 3.08 0.07
H 1.99 -0.94 -2.20
H 0.65 0.17 -2.50

orbital gap (alpha / beta) = 7.983 / 7.884 eV
relative energy (zero: lowest compared OMol25 entry of this formula, charge and spin) = 46.9 kJ/mol
multiplicity = 1

Results of the natural (NBO) charge analysis, in e, for atoms 1 through 8: atom 1 (C): 0.70, atom 2 (C): -0.27, atom 3 (C): 0.06, atom 4 (C): -0.45, atom 5 (C): 0.32, atom 6 (N): -0.79, atom 7 (N): -0.73, atom 8 (N): 0.55